[1]
Formula: C8H17NO2
Source: the OMol25 dataset
Level of theory: ωB97M-V/def2-TZVPD

The geometry in XYZ format:
```
28
Properties=species:S:1:pos:R:3:forces:R:3:lowdin_charge:R:1
C 1.2828 -2.2542 1.8744 4.015 -1.761 -5.512 -0.081
H 1.0090 -1.7923 2.7370 -0.947 0.900 2.586 0.023
H 0.6159 -3.0753 1.4517 0.882 1.005 1.124 0.093
H 2.4005 -2.6028 1.8768 -1.993 -0.191 0.955 0.097
C 1.4488 -1.1248 0.7235 -7.883 -5.170 3.336 -0.345
C 2.2299 -0.0562 1.2040 4.379 -1.035 -11.049 -0.098
H 3.2103 -0.4188 1.4553 0.886 -0.110 -0.329 0.093
H 2.2683 0.6236 0.2078 0.571 -0.513 2.708 0.156
H 1.9408 0.3477 1.9650 -3.863 5.021 8.349 -0.016
H 1.5638 -1.5894 -0.1969 1.302 -0.565 -1.627 0.096
C -0.3531 -0.9273 0.6000 7.253 6.069 -1.769 -0.002
H -0.5198 -0.5055 1.5290 -0.978 0.709 1.942 0.068
C -0.3042 0.3342 -0.4853 -9.948 -6.815 4.894 -0.249
H 0.2193 0.1478 -1.2355 5.981 -0.974 -5.870 0.045
C -1.7138 -0.1218 -1.2778 -3.248 2.797 5.658 -0.314
N -1.7709 -1.4610 -1.6174 4.549 -0.851 -3.930 -0.028
H -0.9233 -1.3573 -2.3437 -2.324 -2.028 1.104 0.155
H -2.6076 -1.6552 -2.1303 -0.359 -0.195 -0.560 0.074
H -2.7027 -0.0775 -0.6173 2.027 0.478 0.483 0.148
H -2.1065 0.6461 -1.8649 0.393 1.143 -2.627 0.078
C -0.4818 1.6271 -0.0093 -0.668 1.175 8.935 -0.201
C -0.5632 2.5528 -0.9534 3.098 7.427 -9.861 -0.539
O 0.0625 2.4712 -2.1105 -3.067 0.502 4.567 -0.006
O -1.2166 3.7624 -0.6621 2.206 0.144 -5.466 -0.028
H -0.9412 4.3302 -1.7783 -1.158 -2.583 4.968 0.313
H -1.5218 1.9218 0.5262 2.135 -1.717 -0.203 0.205
H 0.4011 1.9786 0.7986 -2.286 -0.687 -1.976 0.221
H -0.9264 -1.7241 0.3334 -0.954 -2.177 -0.829 0.041
```
Forces are in eV/Å.

LUMO level: 0.466 eV
max |F|: 0.25308 hartree/bohr
spin multiplicity: 1


[2]
Formula: C15H33As3BF4IrS2
Source: the OMol25 dataset
Level of theory: ωB97M-V/def2-TZVPD

The geometry in XYZ format:
```
59
Properties=species:S:1:pos:R:3:forces:R:3:mulliken_spin:R:1
Ir -1.5669 1.3992 0.1808 -0.068 -0.217 0.118 2.095
C -3.8031 1.3910 4.3038 -0.014 0.037 -0.046 -0.014
C -2.8141 1.3663 3.1642 0.320 0.034 0.228 0.100
S -3.4438 1.0994 1.6215 0.004 0.023 -0.258 0.531
C -1.4586 1.5732 3.4021 -0.366 -0.081 0.133 0.227
C -0.9467 1.8570 4.7853 0.065 0.005 -0.044 -0.032
S -0.2678 1.5649 2.1675 0.019 0.031 -0.184 0.508
H -4.8159 1.2752 3.9265 -0.003 -0.007 0.004 0.001
H -3.7468 2.3376 4.8427 -0.009 0.018 0.007 0.004
H -3.6086 0.5903 5.0194 0.017 -0.025 -0.005 0.004
H -1.6255 1.5149 5.5615 -0.024 -0.021 0.013 0.001
H -0.8078 2.9345 4.9069 -0.009 0.011 0.013 0.026
H 0.0259 1.3895 4.9366 0.006 0.013 -0.012 0.012
C -0.2015 1.9081 -3.4434 0.052 0.030 -0.079 0.016
As 0.1329 1.8917 -1.5416 -0.126 -0.019 0.191 0.138
C 0.9620 3.6170 -1.2927 0.030 -0.005 0.004 -0.001
C 1.7259 0.7737 -1.3102 0.047 -0.001 -0.060 0.020
C 1.6529 -0.7683 -1.3480 0.041 0.025 0.003 -0.007
C 0.9648 -1.2203 -2.6344 -0.049 -0.021 -0.038 -0.002
C 0.9666 -1.3484 -0.1027 -0.017 -0.089 0.014 0.021
As -0.9795 -1.2192 0.0814 0.043 0.198 -0.014 0.261
C -1.6099 -2.7037 -1.0178 -0.063 -0.032 0.007 0.044
C -1.1512 -2.0519 1.8248 0.044 -0.041 0.016 0.015
C 3.1286 -1.2312 -1.3631 -0.008 0.030 -0.014 0.005
As 3.8041 -3.0882 -1.1841 0.078 0.031 0.001 0.000
C 2.4340 -4.2396 -1.9858 -0.026 -0.039 -0.006 -0.002
C 3.3910 -3.4535 0.7030 0.010 -0.046 0.043 0.000
H 0.7517 2.0058 -3.9647 -0.036 -0.012 -0.037 0.003
H -0.8350 2.7703 -3.6376 -0.001 -0.012 -0.011 -0.001
H -0.7151 1.0080 -3.7684 -0.011 -0.008 0.002 0.004
H 1.8240 3.7057 -1.9554 -0.024 0.044 0.021 0.003
H 1.2757 3.7109 -0.2539 0.018 -0.004 -0.005 0.000
H 0.2238 4.3876 -1.5052 -0.017 0.030 -0.018 -0.002
H 2.1445 1.0952 -0.3511 0.005 -0.011 0.005 0.001
H 2.4228 1.1113 -2.0845 0.016 -0.031 0.015 -0.001
H -0.0661 -0.8663 -2.6838 -0.033 0.036 0.033 0.003
H 0.9422 -2.3050 -2.7208 0.010 0.021 -0.006 0.001
H 1.4851 -0.8201 -3.5070 0.022 -0.001 -0.005 0.001
H 1.3702 -0.8822 0.8018 0.015 -0.004 -0.013 -0.008
H 1.1803 -2.4164 -0.0323 -0.025 0.102 -0.066 -0.002
H -0.9295 -3.5494 -0.9113 -0.014 -0.014 -0.011 0.006
H -1.6858 -2.4198 -2.0631 0.006 0.005 -0.021 0.001
H -2.5975 -2.9879 -0.6562 0.005 -0.006 -0.018 -0.005
H -0.6571 -3.0243 1.8195 -0.018 0.001 0.050 0.003
H -2.2069 -2.1746 2.0611 -0.004 -0.005 -0.005 -0.001
H -0.6934 -1.4030 2.5694 0.002 -0.010 0.008 -0.002
H 3.6684 -0.7198 -0.5581 0.001 0.002 0.002 0.000
H 3.5836 -0.8726 -2.2908 -0.001 0.014 0.001 0.000
H 2.4161 -4.1026 -3.0657 -0.016 0.001 -0.009 0.000
H 1.4346 -4.0859 -1.5812 -0.004 -0.005 0.023 0.002
H 2.7376 -5.2666 -1.7824 -0.005 -0.008 -0.001 0.000
H 3.6339 -2.5749 1.3002 0.007 -0.006 0.016 0.000
H 4.0217 -4.2766 1.0348 0.002 -0.010 0.013 0.000
H 2.3485 -3.7197 0.8719 0.057 -0.043 0.032 0.000
F -1.8092 5.3844 -1.2462 0.069 0.059 -0.053 -0.001
B -2.7050 4.3354 -1.0905 -0.059 0.089 0.319 -0.038
F -4.0137 4.7457 -1.0444 -0.081 0.054 -0.038 -0.002
F -2.3904 3.6766 0.1830 0.053 0.078 -0.067 0.043
F -2.5011 3.3715 -2.0911 0.067 -0.188 -0.189 0.018
```
Forces are in eV/Å.

LUMO level (spin up / spin down): 0.266 / -2.066 eV
max |F|: 0.00773 hartree/bohr
spin multiplicity: 5


[3]
Formula: C6H21NO4
Source: the OMol25 dataset
Level of theory: ωB97M-V/def2-TZVPD

The geometry in XYZ format:
```
32
Properties=species:S:1:pos:R:3:forces:R:3:mulliken_spin:R:1
C -0.8626 0.9745 -0.2453 0.693 0.183 0.417 0.028
C 0.2729 1.5197 0.6499 1.220 -0.948 0.177 0.001
C 0.2109 3.0178 0.8562 -0.804 -0.258 0.128 0.004
O 0.3688 0.7933 1.9116 -0.955 0.859 -0.707 0.001
C -0.3691 0.0555 -1.3962 -1.741 1.341 -0.315 0.045
N -0.6459 -1.3247 -1.0203 3.016 -0.062 -1.455 0.740
C -1.3167 -2.1264 -2.0004 -1.024 0.183 -0.310 0.015
C 0.4485 -1.9036 -0.2268 -1.230 -0.109 0.642 0.013
H -1.5513 0.4073 0.3867 -0.109 0.182 -0.061 -0.003
H -1.3980 1.8215 -0.6587 -0.203 -0.040 -0.239 0.005
H 1.2176 1.2281 0.1842 0.067 0.365 -0.170 0.001
H 0.8480 3.3543 1.6637 0.482 -0.024 -0.102 0.000
H 0.4136 3.5453 -0.0756 0.090 0.049 0.113 0.000
H -0.8046 3.2665 1.1746 -0.133 0.177 -0.104 0.000
H -0.2741 1.2591 2.4623 0.055 -0.366 0.514 0.000
H -0.9038 0.3533 -2.3063 -0.431 -0.628 0.234 0.003
H 0.6517 0.2649 -1.7214 0.257 -0.515 0.775 0.007
H -1.4696 -3.1680 -1.7553 0.134 -0.073 0.545 0.005
H -0.7591 -2.0883 -2.9486 0.140 0.193 0.147 0.060
H -2.2784 -1.6439 -2.1926 -0.052 -0.134 -0.145 0.021
H 1.4035 -1.6844 -0.6963 0.047 0.038 -0.292 0.034
H 0.2758 -2.9703 -0.1563 0.162 -0.089 0.250 0.004
H 0.4500 -1.4093 0.7561 0.009 -0.183 -0.078 0.017
H 2.4998 0.5417 -2.2244 0.703 -0.189 0.132 -0.001
H 3.5492 1.6895 -1.9658 0.091 -0.330 0.119 0.000
O 2.7411 1.4451 -2.4238 -0.642 0.472 -0.259 0.002
H 1.8430 0.1685 3.1334 0.151 -0.194 0.003 0.000
H 2.6369 -1.0383 2.6439 0.065 0.077 0.204 0.000
O 2.4415 -0.5291 3.4391 -0.086 0.023 -0.192 0.000
H -3.0781 -2.4980 2.1263 -0.074 0.018 0.071 0.000
H -2.9619 -1.3789 1.0898 -0.036 0.045 0.141 -0.002
O -3.5996 -1.9426 1.5365 0.138 -0.060 -0.183 0.001
```
Forces are in eV/Å.

LUMO level (spin up / spin down): -3.042 / -7.611 eV
max |F|: 0.06513 hartree/bohr
spin multiplicity: 2
charge: +1


[4]
Formula: C6H9LiO4
Source: the OMol25 dataset
Level of theory: ωB97M-V/def2-TZVPD

The geometry in XYZ format:
```
20
Properties=species:S:1:pos:R:3:forces:R:3:lowdin_charge:R:1
O 1.1206 0.0088 -0.0884 -1.218 -0.989 -0.074 -0.166
Li -0.1539 1.3233 -0.3453 1.141 0.567 -0.408 0.705
O 1.9000 2.0391 -0.3271 -1.271 -0.477 -0.277 -0.063
C 2.2363 0.8399 -0.1716 2.720 0.993 0.529 -0.788
O 3.3562 0.3414 -0.0332 -1.126 -0.134 -0.212 0.032
C 1.2846 -1.3723 0.2190 0.439 -0.140 -0.038 -0.230
C -0.0589 -2.0447 0.0425 -0.047 -0.229 0.002 -0.070
H 2.0395 -1.8054 -0.4533 -0.182 0.155 0.252 0.131
H 1.6499 -1.4795 1.2508 -0.037 0.081 -0.276 0.134
H -0.3892 -1.9849 -1.0038 0.022 0.017 0.248 0.080
H 0.0147 -3.1053 0.3177 -0.028 0.243 -0.066 0.087
H -0.8183 -1.5766 0.6843 0.255 -0.221 -0.139 0.050
C -3.0021 -0.3964 -0.0236 1.055 -1.893 -0.632 -0.175
C -2.6357 -0.2101 -1.3315 -3.530 1.886 1.119 0.014
H -3.4679 0.7104 -1.1086 2.403 -0.174 -1.501 0.189
H -3.4703 -1.3298 0.3053 0.317 0.043 0.436 0.120
H -2.9827 -0.9509 -2.0583 0.248 0.098 0.265 0.059
O -1.4421 1.1634 0.8880 -1.242 -0.104 0.314 -0.016
C -2.4068 0.4395 1.0520 0.313 -0.138 0.704 -0.231
H -2.7042 0.1721 2.0855 -0.232 0.416 -0.245 0.140
```
Forces are in eV/Å.

LUMO level: -2.349 eV
max |F|: 0.08081 hartree/bohr
spin multiplicity: 1


[5]
Formula: CH4N2O3
Source: the OMol25 dataset
Level of theory: ωB97M-V/def2-TZVPD

The geometry in XYZ format:
```
10
Properties=species:S:1:pos:R:3:forces:R:3:lowdin_charge:R:1
C 1.1884 0.3082 -0.1595 -0.057 0.593 0.164 -0.407
N 2.4790 0.0315 0.0684 0.460 -0.353 0.062 0.131
N -2.8155 0.3723 0.0553 -0.443 0.738 0.004 -0.119
O -2.5406 -0.9751 0.0514 -1.010 -0.108 0.043 -0.009
O -3.9755 0.6315 0.0346 1.371 -1.036 0.014 0.013
O 0.3109 -0.5218 -0.2058 -0.345 -0.456 -0.045 -0.004
H -1.5700 -1.0504 0.0677 0.207 0.537 -0.124 0.047
H 0.9943 1.3864 -0.2796 -0.062 -0.046 -0.054 0.135
H 2.7511 -0.9296 0.2103 -0.019 0.078 0.001 0.112
H 3.1779 0.7470 0.1572 -0.102 0.054 -0.065 0.100
```
Forces are in eV/Å.

LUMO level: 0.650 eV
max |F|: 0.03342 hartree/bohr
spin multiplicity: 1
SMILES string: NC=O.O=NO


Going through the records in order, we get M values of 159.23, 781.35, 171.24, 152.07, 92.05 g mol⁻¹.
Going through the records in order, we get energy relative to the best compared isomer or geometry (same formula, charge and spin) values of 207.2, 6.5, 0.0, 25.0, 2.3 kcal per mole.